Entry 1:
Density functional theory data (ωB97M-V/def2-TZVPD) for a structure of composition C47H48IrN6O3S3 in a non-equilibrium geometry.

Values from the calculation:
LUMO energy (spin up / spin down) = -10.43 / -13.35 eV
Frontier orbital gap (spin up / spin down) = 0.23858 / 0.13105 Eh
Energy = -99909.7382 eV

```
! wB97M-V def2-TZVPD RIJCOSX def2/J DEFGRID3
* xyz 4 2
C 0.7610 2.7387 -3.7492
S 2.7394 -0.0166 -1.3020
C -2.9317 3.4735 -3.6319
C -1.7702 -3.9370 -4.3106
H 3.6742 -6.6904 1.1771
C -4.4867 -4.1195 2.5805
C 0.6289 -1.4078 1.6661
H 4.1808 2.1580 0.4888
H 1.4856 2.9078 -5.7626
C 3.4466 2.4106 1.2556
H 2.6942 5.5723 2.2221
C 1.9672 -1.1583 1.9144
C -1.0949 0.7970 6.0231
O -0.6614 -0.2048 -1.1021
C 2.2847 4.1155 0.0427
C -2.1677 2.3551 -1.6717
H -1.5046 0.1770 8.0374
C -1.9315 -0.0789 5.3241
C 1.6169 -6.1320 1.0057
H -2.3863 -4.8725 5.1226
S -0.5309 -0.0051 1.5799
H -5.5266 -4.1976 2.2905
C -4.0715 -4.5634 3.8032
H -3.8307 -3.7716 -6.4510
C 0.1566 1.1737 3.9821
C 1.0772 -3.7759 1.4003
C 2.7592 6.5656 0.0283
H 0.6731 4.3484 -5.1581
N -0.9169 2.3387 -2.1326
H 3.9003 2.2752 2.2332
H 0.9475 1.6795 3.4428
C -2.1925 -3.4700 2.0343
C 3.4357 0.7508 -2.6499
H 0.5987 2.1034 5.8525
H -5.0412 -3.0934 0.1608
C -1.2836 -2.8800 1.1179
H -2.2340 -4.2885 -6.9317
H 3.1726 2.1091 -4.1550
H -2.7844 -2.6302 -7.2800
N 4.6730 0.4697 -3.0090
C -1.2517 -3.5415 -3.0930
H 3.9298 -2.0259 2.0884
C -2.7076 -4.4867 4.1642
N 2.7409 1.6405 -3.3676
C 2.4554 -3.5166 1.6271
H 1.2949 -7.1345 0.7566
H -4.7872 -4.9794 4.4991
O 0.3621 1.1471 1.0902
H 3.1216 4.1598 3.1723
C 2.8800 -2.2119 1.8961
N 3.0093 3.7960 1.1191
H 2.2906 3.9664 -4.5912
H -0.5337 1.6616 7.9182
H 2.8021 7.1514 -0.8904
H -0.8489 -4.2752 -2.4030
H -3.7102 3.9384 -4.2222
H -3.4474 -2.0634 -1.3942
N 1.4373 1.8907 -3.0631
H -2.4106 -0.9973 3.4459
H -2.3311 1.9104 -0.7000
O 1.9222 3.2067 -0.7973
H 5.2103 -0.1922 -2.4693
H 2.3336 7.2125 0.7966
H 3.7720 6.2912 0.3027
H 0.0319 6.2503 -0.3803
H 0.2261 4.7136 -1.2400
C -1.7504 -2.3918 -0.0919
C -3.5664 -3.5483 1.6698
C -0.6400 2.8603 -3.3347
H 5.0998 0.8211 -3.8552
H -1.7713 -4.9863 -4.5764
H -4.2106 2.9331 -1.9878
C 3.3146 4.6861 2.2385
H -1.7363 -0.1925 -3.3529
C 2.9559 -5.8842 1.2428
C -3.9936 -3.0262 0.4256
C -1.7884 -3.9597 3.3038
C 0.6774 -5.0955 1.0981
S -0.5032 -1.7421 -1.2209
C -3.1089 -2.4534 -0.4437
H -0.3731 -5.3044 0.9350
C -1.3431 1.0926 7.4680
H 4.3653 4.9772 2.2326
N 1.9263 5.3868 -0.2108
C -0.6835 0.2879 3.3217
H -2.2633 1.6711 7.5805
C -1.7520 -1.2385 -3.6343
C -1.2541 -2.1909 -2.7628
Ir 0.7627 1.4621 -0.9907
C -1.7385 -0.3352 3.9805
C -2.2685 -1.6508 -4.8539
C 0.7150 5.6467 -0.9798
H -2.7593 -0.5474 5.8413
H 2.6002 1.7373 1.1413
C -1.6263 3.4330 -4.1138
H 2.2868 -0.1458 2.1251
C 3.3799 -4.5878 1.5501
H -2.6641 -0.9176 -5.5453
H 0.9440 6.2013 -1.8917
H 4.4307 -4.3889 1.7247
C -2.7948 -3.4368 -6.5507
C 0.1560 -2.7047 1.4243
H -0.7436 -3.9142 3.5867
C -3.2087 2.9230 -2.3930
C 1.3298 3.5317 -4.8771
C -2.2739 -2.9972 -5.2167
C -0.0500 1.4131 5.3289
H -1.3958 3.8376 -5.0888
*
```

---

Entry 2:
Density functional theory data (ωB97M-V/def2-TZVPD) for a cluster of 5 separate species, H10O5 in total in a non-equilibrium geometry.

Values from the calculation:
LUMO energy = 0.42 eV
Frontier orbital gap = 0.40853 Eh
Energy = -10398.9380 eV
Structure (SMILES) = O.O.O.O.O

```
! wB97M-V def2-TZVPD RIJCOSX def2/J DEFGRID3
* xyz 0 1
O 3.5279 -2.1063 -1.7040
H 1.0257 4.0482 2.6520
H 0.7396 -1.5645 0.2655
O -2.2269 0.5388 0.5174
H 3.2969 -2.9730 -2.0168
H -1.2804 0.7064 0.3285
O 0.4894 3.9260 1.9541
H 4.5507 -1.9719 -1.8504
H 1.0027 3.9378 1.1301
O -3.4224 -1.2080 -1.6744
H 0.9277 -0.5428 1.4610
H -2.9229 -0.6813 -1.0269
H -2.5990 1.3292 0.1957
H -3.5294 -2.1933 -1.3986
O 0.4203 -1.2453 1.1669
*
```

---

Entry 3:
Density functional theory data (ωB97M-V/def2-TZVPD) for the molecule C4H8O2.

Values from the calculation:
LUMO energy = 0.93 eV
Frontier orbital gap = 0.38523 Eh
Energy = -8370.7178 eV
Structure (SMILES) = CO[C@H]1C[C@H]1O

```
! wB97M-V def2-TZVPD RIJCOSX def2/J DEFGRID3
* xyz 0 1
H -1.6829 1.3293 -0.3474
H -1.1851 1.6149 -2.0110
H 2.0816 0.4372 1.0147
H 0.5735 -1.3197 -1.0778
C -1.1177 0.8973 -1.1927
C 1.6874 -0.5183 0.6787
H -1.0223 0.6419 1.1811
C 0.6171 -0.4882 -0.3745
O -0.3900 0.2190 1.7686
O 0.2604 0.7469 -0.9151
C 0.2559 -0.7799 1.0469
H -0.0380 -1.7985 1.2990
H 2.3873 -1.3494 0.6847
H -1.6056 -0.0441 -1.4850
*
```

---

Entry 4:
Density functional theory data (ωB97M-V/def2-TZVPD) for a structure of composition C44H40BInN10O18 in a non-equilibrium geometry.

Values from the calculation:
LUMO energy = -11.91 eV
Frontier orbital gap = 0.05670 Eh
Energy = -103852.8785 eV

```
! wB97M-V def2-TZVPD RIJCOSX def2/J DEFGRID3
* xyz 2 1
H 3.6193 -0.0175 4.8410
H -2.0419 3.7656 3.2508
C -3.0284 -2.1897 -2.9940
H -3.1645 -4.8319 -0.7923
C 4.7237 2.4083 -3.3826
N -3.8614 -4.4832 -3.2110
In 0.7794 -0.0357 -7.5173
C 2.0805 4.7923 0.4970
H -1.5260 2.0857 3.5197
C 5.7385 -0.3774 -5.2736
C -4.1449 -2.8253 4.6361
O 2.1048 7.5839 4.2541
H 5.6911 -1.1105 -4.4714
O -1.7889 0.2574 1.3792
C -4.3852 -0.4422 -1.9869
C -4.2465 -1.5070 4.1476
N -5.0892 -4.8234 1.6638
H -4.4285 -4.9204 4.1749
O -5.0099 -5.9017 2.1965
N -4.6258 2.0019 3.9459
O 0.6812 -4.3102 3.7383
C 3.0334 0.4512 1.5353
C -4.8036 -3.6615 2.5059
N 4.4725 2.5685 4.9352
N -3.3291 2.8517 -2.6216
O -5.3479 -4.6510 0.4840
H -5.0503 -2.1375 0.9451
O 0.3757 -2.2240 3.2797
N 1.4893 6.7732 3.6035
C -4.4503 -3.9031 3.8129
O -0.0468 0.4052 -2.7095
C -0.9681 0.4645 0.5377
C 3.1435 -0.2003 2.7643
O -0.0846 2.6362 1.1665
C 2.1497 6.1959 2.4244
C 4.0218 6.1419 0.9042
C -4.0298 -3.0994 -2.7579
C -2.3472 -3.1836 0.3640
H -5.8857 -3.4904 -1.8092
C 1.4456 5.3121 1.6212
N 4.9117 3.1742 -4.2092
C 4.4058 0.0081 -5.7015
C -4.5065 -1.2642 2.8177
O 4.9993 3.6341 4.6894
C -0.7430 -3.7912 2.0242
C 4.4539 1.4782 -2.2980
C 3.5353 0.5239 3.9071
N 3.3646 0.3010 -6.0714
O -0.6422 -0.3666 -0.4433
B 0.3756 0.2848 -1.3080
C -3.5542 2.3963 3.8803
C -1.2415 4.1428 -1.7429
H -3.9541 -0.6884 4.7938
C -1.5169 -2.8198 1.4493
H 3.3991 1.2164 -2.2763
H -1.3454 4.1903 -0.6577
C -0.0566 1.7110 0.4116
O -4.6329 -5.3117 -2.7746
H -2.9871 -2.4558 -0.1202
C -2.1884 2.8821 3.8635
H -1.1801 5.1485 -2.1452
H -1.5264 -1.8036 1.8239
C -4.8027 -2.3457 1.9782
H 1.6158 -5.3141 -5.2750
H -0.1004 -5.8251 2.0495
C 3.3284 1.8002 1.4679
O 1.5923 -0.5520 -1.3312
H -6.2367 -1.1042 -1.1403
C 0.8065 -0.2224 -3.4945
C 3.3659 5.1915 0.1416
H 0.4180 5.1328 1.9018
H 4.0698 3.5431 2.4899
C -5.1322 -2.7374 -2.0043
H -2.1568 -2.4664 -3.5702
H 3.3424 -4.9240 -5.2709
C 1.9033 -0.8522 -2.5931
N 0.1766 -3.4076 3.1115
C 3.8948 1.8464 3.8013
C -5.3376 -1.3937 -1.6688
H 2.2775 -4.1520 -4.0830
O 0.5890 1.6154 -0.7359
H 6.3088 0.5000 -4.9690
H -2.2984 -0.2778 -2.7195
C -1.6364 -5.4757 0.5306
H -3.9191 -3.0406 5.6722
H -0.3660 3.5450 -1.9885
H 2.9326 -1.2558 2.8646
C 3.7637 2.5106 2.5907
H 5.0438 0.5636 -2.3312
H -4.4393 -0.2540 2.4393
C -3.1829 -0.8721 -2.5407
H 3.8659 7.4133 2.6671
C 2.1782 -3.4253 -6.0455
C 3.4028 6.6397 2.0688
O 4.3949 2.0430 6.0204
C -0.7200 -5.0957 1.5439
O -2.9481 -4.6993 -3.9784
H 2.8112 -0.1216 0.6448
C -2.4659 -4.5301 -0.0223
H 3.7177 4.8724 -0.8331
H -1.8329 3.1010 4.8722
C -2.4066 3.4111 -2.2307
C 2.3402 -4.5236 -5.1025
O 2.8484 -1.4772 -2.9569
H -1.6859 -6.5313 0.3013
O 0.7590 -0.3149 -4.6822
H -4.4990 0.5843 -1.6636
H 3.2820 2.2642 0.4912
N 2.0706 -2.5695 -6.7930
H 6.2821 -0.8130 -6.1130
H 4.7505 1.9686 -1.3664
H 4.9573 6.5797 0.5871
H 1.4767 4.1100 -0.0867
O 0.3649 6.3798 3.8405
*
```

---

Entry 5:
Density functional theory data (ωB97M-V/def2-TZVPD) for a cluster of 2 separate species, CH3I3Si in total in a non-equilibrium geometry.

Values from the calculation:
LUMO energy (spin up / spin down) = -3.37 / -3.37 eV
Frontier orbital gap (spin up / spin down) = 0.17493 / 0.17506 Eh
Energy = -33261.3465 eV

```
! wB97M-V def2-TZVPD RIJCOSX def2/J DEFGRID3
* xyz 0 1
H -0.9020 -0.9351 -0.4905
Si 0.2505 -0.0222 -0.2364
H 0.5276 0.5326 -1.4997
I 2.9851 -1.5427 1.6782
I 2.7362 2.7965 0.0941
H -0.3314 0.4759 1.0336
C 2.0334 -0.8086 0.0282
I 2.9645 -1.5436 -1.6863
*
```

---

Entry 6:
Density functional theory data (ωB97M-V/def2-TZVPD) for a structure of composition C23H29BNO7S2 in a non-equilibrium geometry.

Values from the calculation:
LUMO energy = 2.33 eV
Frontier orbital gap = 0.29531 Eh
Energy = -62490.9615 eV

```
! wB97M-V def2-TZVPD RIJCOSX def2/J DEFGRID3
* xyz -1 1
C -2.5362 0.9566 2.6727
H -2.9942 2.5805 4.0974
H -2.5204 0.8713 -0.2157
H 3.3874 -0.1637 -5.6345
H 8.7220 -2.6324 -5.2759
C 2.3723 -0.5415 -5.5957
H -2.1521 6.1944 6.6338
C -3.5895 3.2314 7.4197
H -5.9623 5.4270 8.4283
C -2.2139 2.2509 3.4039
H 6.2171 -3.6509 -1.9554
C 0.5740 -1.5545 -4.3566
B -2.2187 -1.2937 2.7877
H -5.5205 2.9973 8.3252
O -0.3331 -2.5566 -1.6048
H -1.7181 3.7643 6.5173
N -0.6418 -2.6159 0.8641
S -0.4862 -1.8513 2.3017
C 7.7342 -2.7435 -4.8447
C 0.2749 -0.9934 -6.6808
H -1.2413 2.1142 3.8890
O 0.4605 -0.7438 2.3176
H -4.2729 7.0260 7.5930
H -1.2345 -1.9077 -5.4575
C 6.6084 -2.4510 -5.6032
O -0.1427 -2.8047 3.3400
C 1.8707 -1.0612 -4.4091
H -2.1821 -1.3242 -2.5425
H -1.7222 0.7995 1.9426
C 7.5930 -3.1781 -3.5336
H 8.4711 -3.4075 -2.9420
O -2.4866 -0.1764 3.5694
C 5.2014 -3.0304 -3.7394
C -2.6456 4.1291 6.9404
H 2.4912 -1.0840 -3.5206
C 1.5741 -0.5049 -6.7320
H 4.2140 -3.1424 -3.3084
C -0.4654 -0.1057 -0.5795
H -2.0855 3.0452 2.6537
H -3.6722 -0.2112 -2.1213
H 1.9645 -0.0959 -7.6566
C -2.6073 -0.4378 -2.0697
C -0.2230 -1.5213 -5.4953
C -4.7827 3.6980 7.9544
H -4.0819 -1.6113 2.5231
H -3.3950 2.1670 7.3754
H 4.4639 -2.3778 -5.6439
C -4.0824 5.9610 7.5420
O -3.2393 -2.0406 2.3037
H 0.1907 -1.9636 -3.4249
C -2.8907 5.4942 7.0040
H -0.3498 -0.9638 -7.5662
C 5.3425 -2.5991 -5.0516
H -0.1698 0.5291 0.2569
H 6.7176 -2.1080 -6.6250
H -0.1281 0.3069 -1.5329
C -5.0303 5.0630 8.0136
S 0.0292 -1.8329 -0.3996
C -2.0405 0.0132 -0.6889
C 6.3272 -3.3175 -2.9795
H -3.4806 0.9660 2.1081
O 1.4672 -1.7972 -0.2562
O -2.7300 -1.1890 -0.7354
*
```

---

Entry 7:
Density functional theory data (ωB97M-V/def2-TZVPD) for the molecule C5H9N in a non-equilibrium geometry.

Values from the calculation:
LUMO energy = 0.18 eV
Frontier orbital gap = 0.26578 Eh
Energy = -6816.9607 eV
Structure (SMILES) = C/C=C/C=C/N

```
! wB97M-V def2-TZVPD RIJCOSX def2/J DEFGRID3
* xyz 0 1
H 0.5204 0.6305 2.2078
N 1.3752 -1.7008 1.8570
C 0.3282 0.3976 1.1138
H -1.4559 1.7724 -2.6745
C -1.0761 0.3272 -0.8401
H 0.1805 1.2545 -2.3399
C -0.7480 0.9444 0.2946
H -1.1434 0.0332 -2.9466
H 0.9766 -1.3219 -0.0951
H -1.1259 -0.7606 -0.8550
H -1.3671 1.5811 1.0000
H 2.3487 -1.9128 1.8886
C -0.9147 0.9137 -2.2552
H 1.1478 -1.3150 2.7883
C 0.9535 -0.8437 0.8562
*
```

---

Entry 8:
Density functional theory data (ωB97M-V/def2-TZVPD) for a structure of composition C39H53Br2N5OSiY.

Values from the calculation:
LUMO energy = -2.11 eV
Frontier orbital gap = 0.28229 Eh
Energy = -199807.3077 eV

```
! wB97M-V def2-TZVPD RIJCOSX def2/J DEFGRID3
* xyz 1 1
H -3.8367 -2.7061 0.9861
N -3.3916 -1.1929 -0.4211
C -0.3511 -0.3517 3.4449
H 2.1714 -4.8514 0.3040
H -0.5556 0.7175 3.3752
C -0.0507 5.1663 -2.6101
C -2.8179 -0.7816 4.5504
C 0.9667 5.0183 -0.0406
H -0.9485 -3.5227 4.7445
H 4.7003 3.3358 0.3776
C -0.2132 6.2404 -1.7447
C -2.0841 3.3973 -0.0948
H 0.7397 3.2092 -2.8870
H 0.6533 -0.5204 3.0447
H 5.7947 1.2743 -3.3122
C 2.0541 -2.5984 1.4270
H 2.6033 2.6745 3.3419
H -0.7265 7.1351 -2.0752
C -4.0016 -0.5754 -2.7717
H -4.3786 -0.1046 -4.8232
C -0.7635 -4.2827 -2.1344
Y -0.6883 -0.4343 0.2347
N -1.7217 -1.6038 5.0577
C -2.7090 -0.6594 3.0140
Br -2.1012 2.7751 1.7307
C 1.9918 2.6351 2.4333
C -1.6523 -2.8359 4.2739
H 4.7367 2.1287 -1.2831
C 3.9566 0.6109 -4.1954
C 3.6503 1.0856 1.4568
H 0.9063 0.8866 -2.7680
H -4.7074 -0.5149 1.0589
H 1.5398 -3.3368 2.0377
H 1.9749 0.0671 -4.8172
Br -2.3417 1.9496 -1.3434
C -4.5924 -0.4474 -0.0206
C -0.3248 -3.2168 -1.3452
C -1.2131 -2.5165 2.8237
C -3.6701 -0.5170 -4.1168
C 2.8991 2.4031 1.2149
H -0.4537 -0.0320 5.6019
C 0.7482 -3.4383 -0.4645
C 3.9325 3.5379 1.1268
H -2.6348 -3.3089 4.2942
H 4.4449 3.6466 2.0892
O 0.6062 1.1811 -0.0254
H -3.4012 -1.3388 2.5204
H 1.2718 1.8224 2.5447
H 0.3548 -1.5288 5.1521
C -0.1661 -5.5311 -2.0297
H 4.2641 1.1650 2.3608
H -1.5899 -4.1331 -2.8175
H -4.5058 0.6001 -0.2962
H 2.5782 -0.6693 -0.2878
H 4.4285 0.2396 -5.0959
H 1.3391 -6.7179 -1.0565
H 3.0268 -3.0135 1.1511
H -2.7617 0.1970 5.0297
H 1.3529 4.9979 0.9695
H -2.7293 -3.2080 -0.3123
C 1.3381 -4.6857 -0.3673
H -5.4971 -0.8636 -0.4761
C -3.6111 -2.6174 -0.0775
H -0.1733 -2.7851 2.6623
C 1.1229 3.9104 -0.8827
H 0.2087 7.0082 0.2150
C -3.1053 -1.0997 -1.8442
N 1.2599 -2.2580 0.2323
C 0.3092 6.1681 -0.4610
H 1.6864 -1.3601 -1.6489
C -1.5371 -1.5000 -3.6348
C 4.1124 1.6722 -2.0425
H 3.0358 -2.2607 -0.9302
H -4.9678 -0.2074 -2.4560
H -2.9044 4.0898 -0.2219
C 0.8764 -5.7443 -1.1422
C 2.7328 1.5747 -1.8515
Si 1.8216 2.2392 -0.3462
H -2.9275 0.3490 2.6670
H -1.1207 3.8430 -0.2878
H -4.4634 -3.0155 -0.6379
C 2.1984 -1.5900 -0.7190
H -0.5296 -6.3462 -2.6436
H 4.3115 0.8221 0.6287
C 0.6147 4.0252 -2.1839
H 2.9508 0.2603 1.6105
H -1.8129 -3.0502 2.0854
C 4.7216 1.1912 -3.1950
H -3.7704 -1.2311 4.8323
C 1.9835 0.9861 -2.8778
C -0.4728 -0.8649 4.8992
H 1.4216 3.5632 2.3818
N -0.9197 -1.9663 -1.3052
C -2.4385 -0.9880 -4.5504
H -0.5632 -1.8529 -3.9537
C 2.5802 0.5129 -4.0367
H 2.2398 -1.6999 2.0146
N -1.3400 -1.0532 2.5793
H -2.1767 -0.9425 -5.5997
H -0.4335 5.2212 -3.6218
H 3.4863 4.5011 0.8805
C -1.8504 -1.5631 -2.2758
*
```

---

Look up the energy of the fourth one. -103852.8785 eV